[1]
{
  "formula": "C10H13FN",
  "method": "ωB97M-V with the def2-TZVPD basis set",
  "orbital_gap_ev": 6.11,
  "total_charge": 1,
  "e_above_lowest_kcal_mol": 23.4,
  "symbols": ["C", "C", "C", "C", "C", "C", "C", "C", "C", "C", "N", "F", "H", "H", "H", "H", "H", "H", "H", "H", "H", "H", "H", "H", "H"],
  "xyz": [[3.867, -0.252, 0.529], [3.123, -1.287, -0.080], [3.419, 1.021, 0.458], [1.781, -1.046, -0.420], [2.013, 1.313, -0.135], [1.123, 0.154, -0.337], [-2.649, -0.295, -0.924], [-1.210, -0.654, -0.699], [-3.425, -0.460, 0.390], [-0.276, 0.239, -0.414], [-3.160, 0.604, 1.310], [-0.613, 1.617, -0.372], [4.649, -0.735, 1.167], [3.659, -2.252, -0.259], [4.052, 1.912, 0.714], [1.008, -1.807, -0.630], [2.111, 1.949, -1.030], [-3.023, -1.060, -1.631], [-2.530, 0.673, -1.332], [-0.869, -1.721, -0.766], [-3.265, -1.330, 1.002], [-4.424, -0.345, -0.105], [-3.526, 0.240, 2.202], [-3.526, 1.448, 0.829], [1.691, 2.075, 0.534]],
  "mulliken_charge": [-0.451, -0.288, -0.350, -0.352, -0.636, 0.835, -0.939, -0.067, -0.625, 0.137, -0.469, -0.319, 0.346, 0.399, 0.377, 0.185, 0.420, 0.350, 0.385, 0.413, 0.491, 0.259, 0.232, 0.221, 0.446]
}

---

[2]
{
  "formula": "C18H34F6IN4O5P2S",
  "method": "ωB97M-V with the def2-TZVPD basis set",
  "smiles": "CNCN1C(NI)=[N+](CCCCCCCCOC)[C@](COC(F)(F)F)([PH2]=O)O[C@]1(COC(F)(F)F)[PH2]=S",
  "orbital_gap_ev": 7.08,
  "total_charge": 1,
  "e_above_lowest_kcal_mol": 29.0,
  "symbols": ["C", "N", "C", "N", "C", "N", "I", "N", "C", "C", "C", "C", "C", "C", "C", "C", "O", "C", "C", "C", "O", "C", "F", "F", "F", "P", "O", "O", "C", "C", "O", "C", "F", "F", "F", "P", "S", "H", "H", "H", "H", "H", "H", "H", "H", "H", "H", "H", "H", "H", "H", "H", "H", "H", "H", "H", "H", "H", "H", "H", "H", "H", "H", "H", "H", "H", "H", "H", "H", "H", "H"],
  "xyz": [[0.151, 4.925, -0.652], [-0.531, 3.854, -1.419], [-1.170, 2.871, -0.538], [-1.002, 1.472, -0.970], [0.250, 1.077, -1.196], [1.294, 1.731, -0.790], [3.229, 1.184, -1.173], [0.508, -0.121, -1.886], [0.673, -1.266, -0.955], [-0.580, -1.782, -0.249], [-0.199, -2.851, 0.815], [0.060, -2.166, 2.171], [1.383, -2.663, 2.846], [2.179, -1.473, 3.425], [2.866, -1.820, 4.755], [3.691, -0.596, 5.169], [4.275, -0.759, 6.443], [3.703, 0.063, 7.431], [-0.423, -0.305, -2.967], [-0.326, -1.739, -3.558], [1.016, -2.040, -3.927], [1.143, -2.572, -5.163], [2.419, -2.730, -5.383], [0.584, -3.755, -5.218], [0.679, -1.802, -6.113], [0.024, 0.845, -4.390], [0.243, 2.235, -3.929], [-1.786, -0.144, -2.655], [-2.086, 0.924, -1.819], [-3.192, 0.403, -0.832], [-4.411, 1.122, -0.970], [-5.446, 0.547, -0.322], [-5.876, -0.508, -0.957], [-6.386, 1.431, -0.248], [-5.140, 0.181, 0.910], [-2.988, 2.226, -2.932], [-4.188, 1.364, -4.202], [1.227, 4.738, -0.665], [0.007, 5.856, -1.195], [-0.250, 5.082, 0.351], [-1.307, 4.311, -1.886], [-0.645, 2.958, 0.419], [-2.203, 3.114, -0.303], [1.182, 2.583, -0.258], [1.323, -0.905, -0.153], [1.237, -2.082, -1.399], [-0.992, -0.940, 0.312], [-1.379, -2.116, -0.909], [0.692, -3.354, 0.439], [-1.016, -3.565, 0.866], [-0.747, -2.370, 2.872], [0.145, -1.082, 2.073], [1.093, -3.287, 3.689], [1.991, -3.239, 2.158], [1.532, -0.624, 3.642], [2.962, -1.190, 2.717], [2.124, -1.981, 5.538], [3.545, -2.665, 4.654], [3.021, 0.272, 5.190], [4.446, -0.383, 4.408], [3.884, -0.375, 8.410], [2.614, 0.124, 7.317], [4.099, 1.084, 7.429], [-0.992, -1.735, -4.424], [-0.726, -2.483, -2.875], [1.245, 0.323, -4.870], [-0.912, 0.672, -5.435], [-2.807, 0.412, 0.185], [-3.383, -0.646, -1.058], [-2.026, 2.939, -3.678], [-3.621, 3.188, -2.111]],
  "mulliken_charge": [-1.049, -0.030, -2.225, 1.047, 0.345, -0.344, 0.246, 0.605, -1.220, 0.352, -1.426, -0.474, -0.847, -0.613, -0.452, -0.825, -0.372, -0.713, 1.243, -1.837, -0.400, 0.935, -0.262, -0.267, -0.234, 0.080, -0.592, -0.259, 0.720, -1.612, -0.431, 0.993, -0.254, -0.237, -0.280, -0.216, -0.309, 0.293, 0.386, 0.371, 0.353, 0.588, 0.587, 0.171, 0.114, 0.583, -0.146, 0.482, 0.513, 0.401, 0.455, 0.186, 0.470, 0.428, 0.407, 0.213, 0.310, 0.285, 0.452, 0.340, 0.262, 0.332, 0.280, 0.860, 0.368, 0.112, 0.165, 0.471, 0.710, 0.217, 0.194]
}

---

[3]
{
  "formula": "C24H34NORuSi",
  "method": "ωB97M-V with the def2-TZVPD basis set",
  "s2": 6.066,
  "orbital_gap_ev": [3.76, 6.00],
  "multiplicity": 5,
  "total_charge": -1,
  "symbols": ["Ru", "C", "C", "C", "H", "C", "C", "H", "H", "H", "H", "C", "C", "C", "H", "C", "C", "H", "H", "H", "H", "O", "C", "C", "C", "C", "C", "H", "H", "H", "H", "H", "H", "H", "H", "H", "H", "C", "Si", "C", "C", "N", "C", "C", "C", "C", "C", "C", "H", "H", "H", "H", "H", "H", "H", "H", "H", "H", "H", "H", "H", "H"],
  "xyz": [[0.306, 1.249, -0.658], [2.015, 0.941, 0.640], [2.460, 0.177, -0.492], [2.507, 1.032, -1.626], [2.748, -0.860, -0.454], [2.085, 2.346, -1.237], [1.812, 2.316, 0.198], [1.595, 3.155, 0.836], [1.894, 0.568, 1.648], [2.818, 0.738, -2.627], [2.058, 3.229, -1.864], [-1.810, 1.049, 0.157], [-1.068, 2.217, 0.530], [-0.806, 2.956, -0.680], [-0.834, 2.528, 1.559], [-1.350, 2.225, -1.764], [-1.954, 1.039, -1.252], [-2.437, 0.253, -1.844], [-2.204, 0.299, 0.858], [-0.349, 3.961, -0.739], [-1.336, 2.542, -2.827], [0.571, -1.773, -1.052], [-0.088, 0.244, -5.351], [0.516, -0.951, -4.895], [0.770, 1.432, -5.059], [-1.575, 0.216, -5.046], [0.803, -2.124, -2.229], [1.589, -1.033, -4.663], [-0.077, -1.863, -4.760], [0.046, -2.560, -2.883], [1.686, -1.774, -2.758], [0.903, 2.075, -5.929], [1.761, 1.078, -4.712], [0.289, 1.990, -4.244], [-2.175, 0.216, -5.949], [-1.799, 1.064, -4.435], [-1.794, -0.700, -4.498], [1.902, 0.880, 4.283], [0.185, 0.147, 4.041], [-0.060, -1.150, 5.378], [-1.127, 1.474, 4.216], [0.100, -0.586, 2.467], [-0.528, -1.654, 2.008], [0.082, -2.490, 1.024], [-0.425, -3.714, 0.634], [-1.582, -4.193, 1.249], [-2.258, -3.379, 2.167], [-1.795, -2.114, 2.486], [2.033, 1.159, 5.339], [2.065, 1.780, 3.676], [2.684, 0.150, 4.032], [0.236, -0.749, 6.358], [-1.105, -1.482, 5.446], [0.558, -2.035, 5.172], [-0.791, 2.440, 3.816], [-2.058, 1.195, 3.705], [-1.357, 1.615, 5.283], [1.015, -2.111, 0.627], [0.095, -4.286, -0.133], [-1.942, -5.190, 1.004], [-3.172, -3.739, 2.646], [-2.330, -1.465, 3.179]],
  "mulliken_charge": [0.542, 0.135, -1.262, 0.099, 0.448, -0.767, -0.797, 0.624, 0.260, 0.491, 0.465, 0.291, -0.376, -1.104, 0.226, 0.035, -1.204, 0.275, 0.388, 0.542, 0.656, -0.217, 0.837, -1.424, -0.599, -0.963, -1.133, 0.380, 0.550, 0.172, 0.302, 0.352, 0.167, -0.174, 0.334, 0.114, 0.284, -1.163, 0.008, -1.069, -1.100, 0.267, -0.202, 0.503, -0.345, -0.466, -0.750, -0.061, 0.374, 0.336, 0.312, 0.369, 0.307, 0.318, 0.363, 0.316, 0.436, -0.247, 0.346, 0.379, 0.349, 0.471]
}